DFT (ωB97M-V with the def2-TZVPD basis set) results for a 4-piece molecular cluster, C12H28N4O4 overall.

The multiplicity is 1. Its HOMO-LUMO gap is 9.87 eV. The calculation puts the energy above the lowest of the compared OMol25 structures with the same formula, charge and spin at 4.178 eV. The HOMO energy is -9.30 eV.

The geometry in XYZ format:
```
48
Properties=species:S:1:pos:R:3:forces:R:3
C 6.246 2.763 -3.794 1.381 0.920 -4.594
O 6.729 3.469 -4.743 -0.880 -1.600 3.089
N 5.159 3.088 -3.121 -0.564 -3.141 2.033
C 4.419 2.127 -2.255 0.531 -0.022 -0.304
C 4.611 4.350 -3.174 -0.660 2.837 -0.845
H 6.587 1.721 -3.688 0.069 0.219 0.493
H 4.744 1.087 -2.267 1.005 0.252 -0.204
H 3.399 1.961 -2.602 -0.259 0.866 0.086
H 4.485 2.491 -1.230 -0.433 -0.088 0.004
H 4.366 4.779 -2.203 0.073 -0.237 0.211
H 5.330 5.003 -3.668 -0.038 0.086 0.067
H 3.709 4.392 -3.786 -0.243 -0.105 -0.040
C -5.502 -0.066 7.920 -0.910 -2.013 -1.048
O -5.340 -1.250 7.620 1.048 1.076 -0.260
N -6.226 0.244 8.983 -1.158 2.547 1.670
C -6.754 1.599 9.273 0.671 -0.235 -0.437
C -6.519 -0.672 10.053 -0.121 -0.935 -0.455
H -5.245 0.803 7.295 0.251 -0.159 -0.073
H -6.185 2.033 10.096 -0.222 0.130 0.155
H -7.818 1.564 9.509 0.072 -0.322 0.287
H -6.716 2.292 8.433 0.464 -0.288 -0.242
H -6.372 -1.692 9.698 -0.113 0.080 -0.029
H -5.857 -0.540 10.909 -0.072 0.290 0.130
H -7.565 -0.526 10.324 0.094 -0.175 0.297
C 1.044 -3.938 2.861 0.644 0.834 -1.294
O 1.896 -3.250 2.304 -0.838 -0.635 0.480
N 0.093 -4.667 2.227 -2.403 -0.773 1.301
C -0.181 -4.793 0.799 0.860 -0.257 -0.031
C -0.786 -5.558 3.016 -0.247 -0.276 0.168
H 0.959 -3.993 3.957 0.036 -0.171 -0.046
H -1.201 -5.017 0.486 -0.483 0.357 1.028
H 0.315 -5.729 0.543 0.607 0.346 -0.945
H 0.087 -3.888 0.253 0.638 -0.378 0.014
H -0.710 -6.599 2.705 0.605 -0.135 -0.134
H -0.647 -5.541 4.097 0.610 0.292 -0.120
H -1.859 -5.400 2.909 -0.029 0.806 -0.424
C 0.731 0.650 -7.263 -1.611 -0.814 2.085
O -0.330 0.964 -6.714 1.166 -0.212 -0.561
N 1.397 1.343 -8.150 -0.176 2.029 -0.737
C 0.950 2.726 -8.451 0.072 -0.257 -2.188
C 2.483 0.752 -8.940 0.108 0.615 1.107
H 1.283 -0.260 -6.981 -0.242 -0.403 -0.063
H 0.086 3.190 -7.975 0.383 -0.876 0.961
H 0.603 2.689 -9.483 -0.044 0.078 -0.376
H 1.777 3.434 -8.504 0.220 -0.183 0.543
H 2.237 -0.174 -9.458 -0.462 0.383 -0.366
H 2.817 1.572 -9.576 0.257 -0.560 -0.279
H 3.272 0.468 -8.243 0.345 0.206 -0.116
```
Positions in Å, forces in eV/Å.

Formally, the natural (NBO) partial charges of the atoms, in units of the elementary charge, are as follows: 0.51 -0.65 -0.41 -0.42 -0.42 0.13 0.22 0.21 0.20 0.20 0.25 0.19 0.52 -0.63 -0.42 -0.41 -0.42 0.12 0.20 0.20 0.21 0.24 0.20 0.20 0.53 -0.62 -0.43 -0.42 -0.42 0.12 0.21 0.20 0.23 0.19 0.22 0.20 0.53 -0.64 -0.42 -0.44 -0.41 0.10 0.25 0.19 0.20 0.21 0.22 0.21

DFT (ωB97M-V with the def2-TZVPD basis set) results for C12H29AlN4O7P as an isolated structure.

The multiplicity is 1. Its HOMO-LUMO gap (alpha / beta) is 6.97 / 7.52 eV. The calculation puts the energy above the lowest of the compared OMol25 structures with the same formula, charge and spin at 0.000 eV. The HOMO energy (alpha / beta) is -11.54 / -11.50 eV. Its charge is +1.

The geometry in XYZ format:
```
54
Properties=species:S:1:pos:R:3:forces:R:3
O -3.513 2.431 0.160 -0.309 0.260 0.042
H -4.350 2.825 -0.135 0.229 -0.106 -0.098
Al -0.912 0.177 -0.374 0.175 1.190 0.214
N -0.994 0.822 1.504 0.311 -0.749 0.468
N 0.167 1.939 -0.396 1.454 0.040 0.144
N -1.146 -1.743 -0.241 0.617 -2.334 -0.525
N 0.037 -0.538 -1.999 0.933 -2.982 -0.755
O -1.214 -0.024 2.430 -0.264 1.032 -0.254
O -1.459 -2.324 0.964 -0.435 0.637 -0.235
O 1.131 0.059 -2.553 -0.930 0.735 0.090
O 1.143 2.222 -1.207 -1.421 0.162 0.643
C -0.042 2.742 0.667 -0.042 -0.395 -0.437
C -0.751 2.119 1.735 -0.366 0.239 -0.319
C -0.889 -2.528 -1.270 -1.781 0.871 2.850
C -0.144 -1.837 -2.280 1.053 3.733 -0.925
C -1.249 2.760 2.973 0.396 0.285 0.345
H -2.321 2.984 2.859 0.255 -0.159 -0.009
H -0.726 3.701 3.166 -0.150 -0.209 0.078
H -1.108 2.076 3.815 -0.140 0.182 -0.092
C 0.568 4.093 0.680 -0.064 0.428 0.428
H 0.257 4.648 -0.215 0.153 -0.150 0.188
H 1.664 4.024 0.675 -0.261 0.005 -0.086
H 0.253 4.647 1.570 0.134 -0.058 -0.294
C -1.253 -3.966 -1.296 0.093 -0.256 -0.154
C 0.517 -2.519 -3.426 0.326 -0.253 -0.095
H -2.155 -4.135 -0.697 0.312 0.032 -0.083
H -0.441 -4.588 -0.898 -0.180 0.060 -0.025
H -1.444 -4.279 -2.330 0.071 0.031 0.234
H 1.215 -1.845 -3.933 -0.223 -0.130 0.192
H -0.230 -2.854 -4.160 0.123 0.065 0.255
H 1.071 -3.409 -3.087 -0.174 0.204 -0.119
H -1.401 -1.544 1.623 -0.126 -0.650 -0.583
H 1.148 1.001 -2.074 0.136 -0.665 -0.643
C -2.286 1.142 -1.473 2.269 -0.616 -3.194
H -2.993 1.980 -0.753 -0.414 0.873 1.117
H -3.019 0.466 -1.909 -0.240 0.233 -0.128
H -1.818 1.702 -2.286 -0.358 0.612 -0.282
O -2.968 -0.054 0.267 -2.142 -1.706 2.173
H -3.439 0.811 0.497 0.302 -0.851 -0.218
H -3.469 -0.825 0.596 0.143 0.630 0.153
C 2.365 -1.425 2.466 0.191 -0.064 -0.042
P 2.278 -0.759 0.799 -0.722 0.184 -0.190
C 3.345 0.681 0.704 0.162 -0.122 0.063
C 2.895 -1.993 -0.354 0.206 -0.030 0.092
O 0.844 -0.393 0.480 0.806 -0.331 0.044
H 3.404 -1.677 2.721 -0.297 0.039 0.032
H 1.736 -2.323 2.524 0.173 0.217 0.005
H 1.978 -0.671 3.165 0.113 -0.206 -0.174
H 4.397 0.365 0.728 -0.225 0.205 0.013
H 3.128 1.225 -0.224 0.104 -0.150 0.191
H 3.134 1.334 1.560 0.090 -0.111 -0.183
H 2.239 -2.873 -0.333 0.178 0.189 0.042
H 2.906 -1.567 -1.366 0.001 -0.063 0.229
H 3.914 -2.284 -0.061 -0.246 -0.028 -0.183
```
Positions in Å, forces in eV/Å.

Formally, the natural (NBO) partial charges of the atoms, in units of the elementary charge, are as follows: -0.90 0.49 1.71 -0.10 -0.10 -0.20 -0.17 -0.40 -0.54 -0.54 -0.45 0.19 0.22 0.24 0.21 -0.68 0.27 0.23 0.26 -0.67 0.26 0.25 0.23 -0.68 -0.68 0.26 0.25 0.25 0.27 0.26 0.24 0.52 0.50 -0.95 0.38 0.20 0.18 -1.00 0.54 0.50 -1.01 1.99 -1.02 -1.02 -1.15 0.26 0.27 0.27 0.26 0.28 0.26 0.25 0.27 0.26

DFT (ωB97M-V with the def2-TZVPD basis set) results for C12H29AsN3P3RuS4 as an isolated structure.

The multiplicity is 2. Its HOMO-LUMO gap (alpha / beta) is 6.63 / 5.14 eV. The calculation puts the energy above the lowest of the compared OMol25 structures with the same formula, charge and spin at 0.000 eV. The HOMO energy (alpha / beta) is -10.16 / -10.11 eV. As for the expectation value of S²: 0.77. Its charge is +1.

The geometry in XYZ format:
```
53
Properties=species:S:1:pos:R:3:forces:R:3
Ru 0.789 -1.170 -0.102 0.498 0.024 -0.078
C 0.372 -2.282 3.275 0.094 0.006 0.061
P 0.922 -0.919 2.215 0.040 -0.025 0.036
C 0.152 0.539 2.994 -0.042 -0.039 0.090
C 2.691 -0.652 2.650 -0.046 0.208 -0.205
C 3.304 0.366 1.662 -0.078 -0.259 0.049
P 2.893 -0.159 -0.054 -0.121 0.264 -0.029
C 3.455 1.187 -1.146 -0.083 -0.019 0.142
C 4.097 -1.485 -0.374 -0.049 0.013 -0.042
H 0.604 -2.083 4.322 0.004 -0.021 0.003
H 0.859 -3.203 2.956 0.003 0.006 0.028
H -0.703 -2.424 3.166 -0.010 0.023 -0.023
H 0.395 0.571 4.057 -0.017 0.027 -0.013
H -0.933 0.496 2.894 -0.033 -0.006 -0.013
H 0.512 1.450 2.518 0.032 0.011 0.012
H 3.194 -1.619 2.581 0.036 0.026 -0.052
H 2.778 -0.313 3.684 0.016 0.019 -0.012
H 4.385 0.443 1.793 -0.001 -0.009 -0.024
H 2.887 1.363 1.815 -0.040 0.005 0.051
H 4.501 1.437 -0.959 -0.018 -0.002 0.015
H 2.838 2.073 -0.996 0.030 0.002 0.043
H 3.350 0.873 -2.184 -0.016 -0.078 -0.016
H 5.116 -1.110 -0.272 0.008 -0.001 0.016
H 3.942 -1.872 -1.382 0.019 0.036 -0.008
H 3.940 -2.314 0.316 -0.011 0.012 0.022
S -2.247 -2.963 -2.553 0.096 0.143 -0.092
As -0.248 -3.508 -2.190 -0.427 -0.082 -0.013
S 1.133 -1.691 -2.283 0.187 0.017 -0.241
S -0.021 -3.223 0.052 -0.279 -0.191 0.364
S 0.632 -5.165 -2.952 0.169 -0.193 -0.133
C -2.467 2.591 -1.969 -0.015 -0.007 -0.080
N -2.551 1.163 -2.496 0.026 0.042 -0.020
C -3.716 0.441 -1.790 -0.031 0.042 -0.004
N -3.565 0.517 -0.380 0.068 -0.071 0.050
C -3.467 1.901 0.061 -0.002 -0.016 0.044
N -2.337 2.597 -0.554 0.101 0.018 0.088
C -1.039 2.089 -0.080 -0.018 0.039 -0.106
P -0.828 0.300 -0.501 0.037 0.081 0.294
C -1.257 0.430 -2.285 -0.014 0.089 -0.117
C -2.458 -0.316 0.111 -0.034 0.105 -0.044
H -3.389 3.090 -2.269 0.001 -0.003 -0.003
H -1.613 3.064 -2.453 -0.008 0.005 0.001
H -2.750 1.179 -3.497 -0.005 -0.011 -0.013
H -3.693 -0.589 -2.138 -0.001 -0.080 -0.030
H -4.623 0.950 -2.117 0.015 -0.007 0.013
H -3.355 1.925 1.144 -0.004 0.016 -0.007
H -4.384 2.427 -0.208 -0.015 -0.004 0.003
H -0.985 2.233 0.997 0.004 -0.001 0.052
H -0.233 2.673 -0.530 0.012 0.005 0.005
H -1.382 -0.581 -2.673 -0.018 -0.121 -0.049
H -0.465 0.943 -2.835 -0.039 -0.004 0.019
H -2.464 -0.330 1.202 -0.010 0.019 0.000
H -2.569 -1.341 -0.245 -0.012 -0.053 -0.032
```
Positions in Å, forces in eV/Å.

Formally, the natural (NBO) partial charges of the atoms, in units of the elementary charge, are as follows: -0.46 -0.96 1.14 -0.96 -0.73 -0.73 1.15 -0.95 -0.97 0.24 0.27 0.26 0.25 0.23 0.23 0.25 0.25 0.25 0.23 0.25 0.24 0.26 0.24 0.27 0.25 -0.72 0.95 -0.27 -0.28 -0.51 -0.05 -0.39 -0.06 -0.43 -0.07 -0.44 -0.56 1.16 -0.62 -0.58 0.23 0.22 0.44 0.26 0.22 0.22 0.22 0.24 0.23 0.32 0.25 0.24 0.29

DFT (ωB97M-V with the def2-TZVPD basis set) results for a 2-piece molecular cluster, C12H29B3NO5 overall.

The multiplicity is 1. Its HOMO-LUMO gap is 4.73 eV. The HOMO energy is -2.06 eV. Its charge is -1.

The geometry in XYZ format:
```
50
Properties=species:S:1:pos:R:3:forces:R:3
C 5.151 -0.420 1.808 -0.022 0.018 0.065
C 5.913 -0.118 0.510 0.017 0.079 0.056
C 5.181 0.838 -0.436 0.110 -0.227 -0.297
B 3.736 0.435 -0.914 -0.077 -0.448 -0.433
O 3.134 1.138 -1.930 -0.002 0.696 0.396
B 1.740 1.246 -1.918 0.007 -0.744 -0.446
N 1.104 2.338 -2.538 0.169 0.233 0.399
O 1.013 0.287 -1.224 -0.017 0.784 0.502
B 1.643 -0.411 -0.225 -0.113 -0.461 -0.575
C 0.793 -0.978 0.962 0.052 -0.258 -0.050
C 0.096 -2.291 0.535 0.030 0.050 0.037
C -1.105 -2.681 1.412 -0.013 0.004 -0.024
C -2.447 -2.313 0.775 0.001 0.010 0.046
C -2.731 -0.814 0.701 0.086 -0.031 -0.004
C -3.919 -0.493 -0.217 -0.029 -0.090 0.067
C -4.873 0.584 0.301 0.005 0.010 -0.038
C -4.192 1.850 0.829 0.034 0.046 -0.031
O -2.982 2.186 0.181 0.013 0.084 0.007
C -3.126 2.579 -1.168 -0.064 0.002 -0.075
O 3.020 -0.581 -0.310 0.092 0.490 0.734
H 4.568 -1.336 1.734 -0.013 0.023 -0.029
H 5.832 -0.513 2.657 -0.006 -0.065 -0.030
H 4.443 0.378 2.046 0.066 0.031 -0.002
H 6.135 -1.048 -0.019 -0.033 -0.014 0.054
H 6.883 0.319 0.768 -0.003 -0.001 -0.052
H 5.770 0.990 -1.349 0.050 0.059 0.065
H 5.114 1.833 0.021 -0.071 -0.009 0.012
H 1.655 3.154 -2.739 0.036 -0.023 -0.222
H 0.162 2.559 -2.272 -0.179 -0.141 -0.168
H 0.046 -0.228 1.231 -0.017 -0.014 0.005
H 1.408 -1.165 1.848 -0.024 0.017 -0.010
H -0.234 -2.224 -0.506 0.040 0.035 -0.016
H 0.850 -3.082 0.551 -0.049 -0.022 -0.013
H -1.105 -3.760 1.595 0.044 0.011 -0.039
H -1.006 -2.205 2.395 -0.060 -0.021 -0.004
H -3.259 -2.809 1.321 -0.030 0.038 -0.049
H -2.462 -2.711 -0.245 0.010 -0.057 0.033
H -2.912 -0.425 1.710 0.001 -0.058 0.013
H -1.844 -0.297 0.334 -0.068 0.043 -0.018
H -3.552 -0.216 -1.207 0.048 -0.037 0.035
H -4.500 -1.408 -0.368 -0.039 0.040 -0.012
H -5.476 0.169 1.117 -0.013 0.059 0.015
H -5.579 0.852 -0.490 0.020 -0.045 -0.032
H -3.930 1.741 1.881 0.063 -0.068 -0.012
H -4.886 2.699 0.755 -0.048 -0.007 0.052
H -2.852 1.772 -1.852 -0.004 -0.002 0.016
H -4.155 2.886 -1.386 0.010 0.027 -0.006
H -2.472 3.433 -1.350 0.035 -0.010 0.002
O 0.538 -1.655 -3.941 -0.004 -0.028 0.060
H 0.836 -1.112 -3.204 -0.042 -0.010 0.015
```
Positions in Å, forces in eV/Å.

Formally, the natural (NBO) partial charges of the atoms, in units of the elementary charge, are as follows: -0.61 -0.38 -0.77 1.17 -0.89 1.22 -1.07 -0.88 1.19 -0.78 -0.40 -0.39 -0.39 -0.41 -0.40 -0.43 -0.06 -0.55 -0.26 -0.90 0.22 0.19 0.20 0.20 0.18 0.23 0.22 0.38 0.39 0.22 0.21 0.24 0.20 0.20 0.18 0.18 0.21 0.18 0.22 0.21 0.20 0.20 0.20 0.18 0.16 0.19 0.16 0.18 -1.36 0.38